Entry 1:
C52H51N8O3PdSSi | ωB97M-V with the def2-TZVPD basis set

Values from the calculation:
spin multiplicity	5
total energy	-3491.1414	Ha
<S²>	6.11
total charge	+1

Cartesian coordinates (Å):
1 Pd 0.71 -0.17 -0.24
2 S -2.01 0.85 -0.92
3 Si -2.84 -2.44 1.86
4 O 3.45 2.35 3.76
5 O 3.12 1.46 -2.85
6 O 1.89 6.51 -0.90
7 N 1.30 4.14 0.20
8 N -0.07 -10.12 -2.82
9 N 0.12 -1.12 -2.15
10 N 0.82 -2.09 0.35
11 N 1.31 1.91 -0.51
12 N -2.93 -1.42 -1.90
13 N -1.89 -1.00 1.87
14 N 1.91 2.46 1.66
15 C 1.11 5.20 2.44
16 C -3.05 -3.06 3.66
17 C 1.40 -4.26 0.68
18 C -1.79 2.60 1.87
19 C 2.33 1.18 2.03
20 C 1.59 -3.67 1.86
21 C 0.00 -2.57 -3.90
22 C 0.65 -3.48 -1.63
23 C -0.28 -1.30 -4.36
24 C -5.13 -1.84 -2.61
25 C 1.27 -2.23 1.71
26 C 3.24 6.35 -1.28
27 C 1.57 -7.09 -2.18
28 C 1.68 6.47 0.47
29 C 1.38 5.23 1.08
30 C -0.75 -6.75 -2.77
31 C 0.33 3.11 -4.42
32 C -4.55 0.30 -1.68
33 C 1.72 7.63 1.23
34 C -0.17 3.00 -2.09
35 C -3.10 2.92 2.20
36 C 3.12 -1.26 3.17
37 C 1.01 2.30 -1.83
38 C -5.49 -0.54 -2.20
39 C -3.84 -2.24 -2.45
40 C 1.48 2.81 0.43
41 C -3.59 0.60 2.58
42 C 3.43 -0.10 3.80
43 C 1.47 7.58 2.59
44 C 1.89 2.03 -2.91
45 C 0.14 -9.00 -2.72
46 C -1.37 1.29 1.88
47 C 2.00 0.05 1.34
48 C -3.21 -0.14 -1.52
49 C 4.37 2.35 4.83
50 C -2.03 -3.83 0.84
51 C 0.34 -7.61 -2.57
52 C 3.45 0.52 -1.85
53 C -0.53 3.38 -3.36
54 C -2.28 0.23 2.14
55 C 0.96 -3.25 -0.28
56 C 1.17 6.37 3.19
57 C 0.60 -4.88 -2.08
58 C 0.26 -2.45 -2.51
59 C 3.11 1.14 3.24
60 C 1.70 -5.74 -1.94
61 C 1.52 2.46 -4.19
62 C -0.61 -5.40 -2.54
63 C 2.50 -1.28 1.81
64 C -4.59 -2.20 1.10
65 C -3.98 1.91 2.60
66 C -0.21 -0.45 -3.26
67 H -5.86 -2.51 -3.03
68 H -3.44 3.95 2.16
69 H 1.92 -4.11 2.78
70 H 0.81 4.30 2.94
71 H -3.58 -2.34 4.26
72 H 2.21 3.19 2.28
73 H 5.30 1.86 4.55
74 H -4.69 -1.24 0.60
75 H 2.42 -7.74 -2.04
76 H -4.78 1.31 -1.37
77 H -4.81 -2.97 0.36
78 H 0.98 6.33 4.25
79 H 3.55 0.98 -0.86
80 H 3.34 -2.22 3.63
81 H -2.08 -3.24 4.12
82 H -0.51 -1.00 -5.37
83 H -2.76 -4.61 0.66
84 H 2.65 -5.33 -1.64
85 H 2.20 2.26 -4.99
86 H -1.11 3.38 1.57
87 H -6.51 -0.22 -2.32
88 H 0.07 3.40 -5.42
89 H -1.45 -4.74 -2.67
90 H 1.19 4.42 -0.77
91 H 3.91 6.97 -0.68
92 H -3.50 -3.22 -2.74
93 H 0.06 -3.48 -4.47
94 H -0.35 1.00 1.63
95 H 4.43 0.11 -2.14
96 H 4.57 3.40 5.06
97 H -1.95 -1.70 -1.77
98 H 2.72 -0.31 -1.83
99 H 1.49 8.49 3.17
100 H -3.60 -3.99 3.66
101 H 3.30 6.65 -2.33
102 H 3.24 -1.68 1.08
103 H -0.83 3.21 -1.26
104 H -4.28 -0.18 2.88
105 H -1.20 -4.27 1.37
106 H -0.42 0.61 -3.24
107 H 3.56 5.30 -1.19
108 H -1.46 3.90 -3.53
109 H 3.95 1.86 5.71
110 H -5.36 -2.25 1.86
111 H 0.50 -1.86 2.40
112 H -1.67 -3.50 -0.13
113 H 1.53 -5.30 0.45
114 H -1.70 -7.17 -3.08
115 H 1.95 8.56 0.74
116 H -4.98 2.17 2.90
117 H 3.93 -0.15 4.75

Entry 2:
C22H62N20O12SSi | ωB97M-V with the def2-TZVPD basis set

Values from the calculation:
structure (SMILES)	CCOCC[Si@@H](O)CCCCCCCSc1nnco1.NC(N)=O.NC(N)=O.NC(N)=O.NC(N)=O.NC(N)=O.NC(N)=O.NC(N)=O.NC(N)=O.NC(N)=O
total energy	-3561.5100	Ha
total charge	0

Cartesian coordinates (Å):
1 S -3.98 -3.19 0.30
2 Si 1.69 -1.56 -1.21
3 O -7.84 0.45 6.68
4 O -1.50 4.10 1.52
5 O 0.16 4.06 -2.78
6 O 7.54 5.93 -2.05
7 O 4.85 -2.95 -1.38
8 O 0.39 -1.24 -2.25
9 O -5.98 -1.14 0.23
10 O -6.43 -4.13 4.06
11 O 5.61 1.59 -1.77
12 O 1.46 1.10 -0.23
13 O 5.38 6.98 -6.47
14 O -8.38 -5.82 5.88
15 N -0.42 5.54 -4.39
16 N 7.62 7.21 -6.72
17 N -6.35 -6.73 5.38
18 N 5.39 6.58 -2.38
19 N -7.93 -7.94 6.55
20 N -7.67 -1.67 7.45
21 N -8.36 -3.05 4.46
22 N -5.47 -0.29 -1.71
23 N -4.62 -1.34 -1.49
24 N 6.52 -2.30 0.01
25 N -7.02 0.11 8.76
26 N -2.13 2.83 -0.24
27 N -7.11 -2.54 2.59
28 N 6.93 3.22 -2.65
29 N 6.41 -4.47 -0.76
30 N -3.41 2.88 1.67
31 N 6.24 7.11 -8.56
32 N 7.13 7.77 -3.32
33 N -1.75 5.24 -2.53
34 N 6.05 1.56 -4.00
35 C 1.67 1.48 1.14
36 C 2.70 1.11 -0.94
37 C 2.23 0.34 2.01
38 C -1.22 -2.92 0.64
39 C 0.42 -4.84 0.73
40 C -0.62 4.89 -3.21
41 C 2.19 -3.37 -1.42
42 C 3.06 -0.30 -1.55
43 C -7.60 -6.76 5.93
44 C -7.53 -0.32 7.57
45 C 0.66 -5.37 -0.69
46 C 1.00 -4.31 -1.77
47 C -4.93 -1.82 -0.35
48 C -6.24 -0.21 -0.72
49 C 6.73 6.71 -2.55
50 C -1.06 -4.41 1.01
51 C 6.35 7.09 -7.20
52 C -2.56 -2.30 1.04
53 C 6.16 2.09 -2.74
54 C 5.86 -3.22 -0.75
55 C -2.29 3.32 1.02
56 C -7.25 -3.29 3.72
57 H -2.58 -1.28 0.63
58 H 1.50 -6.08 -0.65
59 H 2.77 -3.75 -0.58
60 H -8.48 -3.61 5.29
61 H 0.74 -0.67 -2.94
62 H -7.77 -1.84 2.31
63 H 1.29 -4.88 -2.66
64 H -4.07 2.24 1.28
65 H -2.70 -2.19 2.12
66 H 7.02 7.20 -9.18
67 H 1.40 -0.15 2.54
68 H 3.53 1.40 -0.30
69 H -6.76 -0.50 9.51
70 H 6.49 8.42 -3.74
71 H -8.04 -2.02 6.58
72 H 4.01 -0.62 -1.15
73 H 4.72 7.20 -2.79
74 H -1.92 4.77 -1.66
75 H 8.43 7.31 -7.30
76 H 5.95 -5.17 -1.31
77 H -1.31 3.13 -0.75
78 H -6.31 -2.68 2.02
79 H 2.89 0.77 2.78
80 H 0.41 5.31 -4.91
81 H 8.11 7.89 -3.46
82 H -5.71 -7.50 5.43
83 H 1.07 -3.99 0.94
84 H -0.20 -5.95 -1.06
85 H -1.11 -2.80 -0.44
86 H -1.04 6.23 -4.76
87 H 5.32 7.02 -8.95
88 H 7.73 7.20 -5.72
89 H 7.03 3.63 -1.74
90 H 0.64 -5.64 1.45
91 H -3.56 3.22 2.60
92 H -1.75 -5.05 0.45
93 H 3.13 -0.12 -2.63
94 H 0.10 -3.76 -2.07
95 H 7.24 -4.72 -0.25
96 H -0.44 -2.37 1.17
97 H 7.38 3.65 -3.43
98 H 6.49 1.95 -4.81
99 H 7.35 -2.50 0.53
100 H 1.22 -1.41 0.17
101 H 2.83 -0.38 1.46
102 H -7.42 -2.32 8.17
103 H 5.49 0.73 -4.10
104 H 5.07 5.81 -1.83
105 H -6.99 0.55 -0.63
106 H -8.84 -7.99 6.97
107 H 2.61 1.84 -1.75
108 H -1.24 -4.57 2.07
109 H 2.88 -3.40 -2.26
110 H 0.70 1.78 1.54
111 H 2.35 2.34 1.15
112 H -6.07 -5.88 4.92
113 H -9.06 -2.37 4.22
114 H -2.41 5.92 -2.86
115 H -6.90 1.10 8.88
116 H -7.32 -8.73 6.61
117 H 6.14 -1.37 0.03
118 H -2.76 2.18 -0.68

Entry 3:
C3H8NOS | ωB97M-V with the def2-TZVPD basis set

Values from the calculation:
structure (SMILES)	[O-]CNCCS
total energy	-647.2637	Ha
relative energy (zero: lowest compared OMol25 entry of this formula, charge and spin)	47.6	kcal/mol
total charge	-1

Cartesian coordinates (Å):
1 S -0.42 2.47 1.69
2 O -0.09 -2.00 -2.46
3 N 0.47 -0.87 -0.45
4 C 0.05 0.52 -0.25
5 C 0.56 1.02 1.10
6 C -0.53 -1.76 -1.24
7 H 1.60 1.30 1.11
8 H -1.50 -1.19 -1.19
9 H -0.55 2.12 2.97
10 H 0.39 0.21 1.80
11 H 0.44 1.15 -1.06
12 H -1.03 0.58 -0.27
13 H -0.61 -2.68 -0.61
14 H 1.22 -0.88 -1.13

Entry 4:
C3H2NO3 | ωB97M-V with the def2-TZVPD basis set

Values from the calculation:
total energy	-395.5569	Ha
relative energy (zero: lowest compared OMol25 entry of this formula, charge and spin)	74.8	kcal/mol
total charge	+1

Cartesian coordinates (Å):
1 O 0.72 2.31 0.10
2 O 0.41 -1.37 0.17
3 O 2.67 -1.11 -0.10
4 N 1.68 -0.50 0.12
5 C -1.03 0.53 -0.08
6 C -0.03 1.48 -0.01
7 C -0.75 -0.81 0.05
8 H -1.96 0.82 -0.32
9 H -1.71 -1.36 0.07

- total charge of number 3 (C3H8NOS)?
  -1

- Which formula does entry 3 have?
  C3H8NOS